ORCA calculation (ωB97M-V with the def2-TZVPD basis set) on one molecule with the formula C5H11NO.

Results
- Energy above the lowest of the compared OMol25 structures with the same formula, charge and spin: 84.6 kcal/mol
- Total charge: 0
- 2S+1: 1
- Gap between HOMO and LUMO (alpha / beta): 7.72 / 7.72 eV
- LUMO energy (alpha / beta): 0.59 / 0.59 eV

Each atom is followed by the atoms it is bonded to, with distances in Å.
Cartesian coordinates (Å):
1 O 2.245 -0.197 1.332  C3 1.401, H14 0.979
2 N -0.025 0.639 -0.445  C4 1.335, C5 1.366, C6 1.471
3 C 1.452 -1.078 0.586  O1 1.401, C6 1.531, H8 1.096, H10 1.104
4 C -1.342 0.538 -0.647  N2 1.335, C7 1.490, H12 1.084
5 C 0.391 1.777 0.186  N2 1.366, H15 1.085, H18 1.083
6 C 0.933 -0.444 -0.709  N2 1.471, C3 1.531, H11 1.098, H13 1.096
7 C -2.159 -0.622 -0.193  C4 1.490, H9 1.092, H16 1.093, H17 1.103
8 H 2.079 -1.938 0.327  C3 1.096
9 H -3.183 -0.530 -0.563  C7 1.092
10 H 0.592 -1.455 1.165  C3 1.104
11 H 1.786 -0.004 -1.243  C6 1.098
12 H -1.833 1.486 -0.832  C4 1.084
13 H 0.457 -1.186 -1.360  C6 1.096
14 H 1.726 0.631 1.386  O1 0.979
15 H 1.205 2.363 -0.228  C5 1.085
16 H -1.761 -1.594 -0.499  C7 1.093
17 H -2.212 -0.622 0.908  C7 1.103
18 H -0.351 2.235 0.828  C5 1.083